w | ORCA calculation (ωB97M-V/def2-TZVPD) on a 2-piece molecular cluster, C5H13NO2 overall.

Kohn-Sham gap ... 10.712 eV
Structure (SMILES) ... CC(C)CNC=O.O
LUMO energy ... 0.85 eV
HOMO energy ... -9.9 eV

ORCA input file:
```
! RIJCOSX wB97M-V def2-TZVPD def2/J DEFGRID3
* xyz 0 1
C -0.050 2.638 0.707
C -0.697 1.272 0.335
C -2.160 1.213 0.804
C 0.098 0.143 0.987
N -0.139 -1.127 0.317
C 0.848 -1.964 -0.051
O 2.031 -1.740 0.155
H -0.635 3.263 1.365
H 0.973 2.495 1.074
H 0.102 3.244 -0.189
H -0.640 1.245 -0.743
H -2.415 0.256 1.271
H -2.866 1.446 0.002
H -2.347 1.951 1.592
H -0.154 0.082 2.046
H 1.163 0.324 0.929
H -1.115 -1.365 0.175
H 0.583 -2.865 -0.612
O 0.383 -0.740 -2.793
H 0.646 -0.446 -1.912
H 1.178 -1.060 -3.227
*
```

x | ORCA calculation (ωB97M-V/def2-TZVPD) on a 3-piece molecular cluster, C5H13NO2 overall.

Kohn-Sham gap ... 8.626 eV
Structure (SMILES) ... C=C/C(C)=C/N.O.O
LUMO energy ... 0.40 eV
HOMO energy ... -8.2 eV

ORCA input file:
```
! RIJCOSX wB97M-V def2-TZVPD def2/J DEFGRID3
* xyz 0 1
C -1.599 -0.760 1.478
C -1.388 -0.578 0.187
C -0.160 -1.256 -0.275
C -0.413 -2.122 -1.459
C 1.093 -0.954 0.236
N 2.202 -1.462 -0.525
H -0.827 -1.311 2.129
H -2.197 -0.114 2.041
H -2.045 -0.118 -0.617
H 0.192 -1.731 -2.316
H -1.408 -2.326 -1.745
H 0.048 -3.080 -1.349
H 1.309 -0.402 1.119
H 2.262 -1.358 -1.455
H 2.960 -1.953 -0.154
O 0.109 2.906 2.553
H -0.347 2.107 2.831
H 0.307 2.541 1.667
O -0.177 2.883 -2.111
H 0.560 2.479 -1.457
H -0.893 3.208 -1.552
*
```

Pick w: it beats the second-best structure by 66.6 kcal/mol.

w | ORCA calculation (ωB97M-V/def2-TZVPD) on one molecule with the formula C5H13NO2.

Kohn-Sham gap ... 10.032 eV
Structure (SMILES) ... CCC[C@](N)(O)CO
LUMO energy ... 0.83 eV
HOMO energy ... -9.2 eV

ORCA input file:
```
! RIJCOSX wB97M-V def2-TZVPD def2/J DEFGRID3
* xyz 0 1
C -0.893 -0.145 2.397
C -0.349 -1.110 1.364
C -0.595 -0.694 -0.205
C 0.180 0.528 -0.621
N 1.584 0.550 -0.380
O -0.414 1.713 -0.191
C 0.041 0.426 -2.332
O 0.910 -0.628 -2.768
H -1.920 0.149 2.163
H -0.912 -0.616 3.387
H -0.263 0.745 2.488
H 0.712 -1.307 1.550
H -0.847 -2.079 1.483
H -1.671 -0.527 -0.303
H -0.302 -1.583 -0.768
H 1.963 1.477 -0.557
H 1.853 0.077 0.481
H -0.285 1.829 0.759
H -0.975 0.230 -2.689
H 0.365 1.377 -2.771
H 1.820 -0.411 -2.489
*
```

x | ORCA calculation (ωB97M-V/def2-TZVPD) on a 3-piece molecular cluster, C5H13NO2 overall.

Kohn-Sham gap ... 8.542 eV
LUMO energy ... -0.12 eV
HOMO energy ... -8.7 eV

ORCA input file:
```
! RIJCOSX wB97M-V def2-TZVPD def2/J DEFGRID3
* xyz 0 1
C 0.664 0.460 0.516
C 1.286 0.031 -0.832
C -0.770 1.034 0.323
C 0.743 -0.679 1.534
C -1.930 -0.934 -0.267
N -1.655 0.311 -0.583
O 1.398 1.585 1.002
O 0.592 -0.951 -1.585
H 2.265 1.291 1.305
H -0.530 0.246 -2.527
H -1.207 0.594 -2.067
H 2.300 -0.338 -0.641
H 1.377 0.930 -1.456
H -1.238 1.107 1.309
H -0.650 2.039 -0.082
H 1.787 -0.877 1.789
H 0.329 -1.603 1.137
H 0.238 -0.411 2.461
H -2.713 -1.446 -0.815
H -1.880 -1.251 0.774
H -0.406 -1.138 -1.295
*
```

Pick w: it beats the second-best structure by 83.5 kcal/mol.

w | ORCA calculation (ωB97M-V/def2-TZVPD) on a 3-piece molecular cluster, C5H13NO2 overall.

Kohn-Sham gap ... 8.295 eV
Structure (SMILES) ... C=C/C=C(/C)N.O.O
LUMO energy ... 0.50 eV
HOMO energy ... -7.8 eV

ORCA input file:
```
! RIJCOSX wB97M-V def2-TZVPD def2/J DEFGRID3
* xyz 0 1
C -1.972 0.917 -0.869
C -0.981 0.204 -0.422
C -0.892 -1.233 0.009
C -0.953 -1.740 1.236
C -1.238 -3.178 1.540
N -0.463 -1.037 2.349
H -1.994 2.038 -0.970
H -2.936 0.451 -1.173
H 0.073 0.691 -0.477
H -0.694 -1.779 -0.895
H -1.455 -3.641 0.548
H -2.048 -3.510 2.220
H -0.366 -3.742 2.141
H -0.192 -1.688 3.145
H -0.121 -0.154 2.319
O 2.565 2.623 -0.324
H 2.139 3.417 -0.059
H 2.159 1.922 0.111
O 2.337 2.189 -3.038
H 2.440 2.702 -2.150
H 3.234 2.234 -3.268
*
```

x | ORCA calculation (ωB97M-V/def2-TZVPD) on a 2-piece molecular cluster, C5H13NO2 overall.

Kohn-Sham gap ... 9.460 eV
Structure (SMILES) ... CNCCCC=O.O
LUMO energy ... 0.53 eV
HOMO energy ... -8.9 eV

ORCA input file:
```
! RIJCOSX wB97M-V def2-TZVPD def2/J DEFGRID3
* xyz 0 1
C 1.358 1.193 -1.096
N 1.190 1.826 0.248
C 0.630 0.852 1.193
C -0.901 0.628 1.242
C -1.308 -0.626 0.489
C -1.079 -1.894 1.257
O -1.778 -2.870 1.103
H 0.959 0.201 -1.217
H 1.051 1.813 -1.935
H 2.442 1.054 -1.182
H 0.491 2.520 0.143
H 1.056 1.166 2.156
H 1.136 -0.118 1.143
H -1.337 0.619 2.237
H -1.220 1.534 0.719
H -0.973 -0.687 -0.550
H -2.382 -0.620 0.255
H -0.377 -1.964 2.108
O 0.426 -1.116 -2.789
H -0.342 -1.643 -3.046
H 0.957 -1.867 -2.480
*
```

Pick x: it beats the second-best structure by 31.8 kcal/mol.

w | ORCA calculation (ωB97M-V/def2-TZVPD) on a 2-piece molecular cluster, C5H13NO2 overall.

Kohn-Sham gap ... 10.439 eV
Structure (SMILES) ... CCC[C@H](N)C=O.O
LUMO energy ... 0.73 eV
HOMO energy ... -9.7 eV

ORCA input file:
```
! RIJCOSX wB97M-V def2-TZVPD def2/J DEFGRID3
* xyz 0 1
C 2.173 -0.709 -0.605
C 1.606 -0.620 0.915
C 0.036 -0.931 1.020
C -0.662 0.137 0.203
N -0.585 1.543 0.780
C -2.283 -0.116 0.148
O -2.822 -1.111 0.342
H 2.558 -1.778 -0.988
H 1.390 -0.244 -1.216
H 3.090 -0.041 -0.847
H 1.781 0.328 1.242
H 2.417 -1.172 1.623
H -0.186 -1.965 0.631
H -0.230 -0.867 2.078
H -0.227 0.234 -0.715
H -1.111 1.753 1.664
H 0.314 1.924 1.008
H -2.681 0.761 -0.262
O -1.777 0.855 -2.613
H -1.076 0.399 -2.378
H -1.726 1.618 -2.030
*
```

x | ORCA calculation (ωB97M-V/def2-TZVPD) on a 2-piece molecular cluster, C5H13NO2 overall.

Kohn-Sham gap ... 8.868 eV
LUMO energy ... 0.08 eV
HOMO energy ... -8.8 eV

ORCA input file:
```
! RIJCOSX wB97M-V def2-TZVPD def2/J DEFGRID3
* xyz 0 1
C 1.652 -0.466 -1.561
N 1.159 0.831 -1.071
C -0.075 0.625 -0.278
C 0.087 0.263 1.116
C -0.259 1.995 0.606
C -0.934 -0.625 1.803
O -1.054 0.130 -0.930
H 1.625 -1.110 -0.673
H 2.710 -0.397 -1.811
H 1.028 -0.850 -2.358
H 1.652 1.579 -0.607
H 1.029 0.189 1.647
H 0.055 2.768 -0.110
H -1.325 2.156 0.776
H 0.252 2.389 1.502
H -1.080 -1.401 1.046
H -1.891 -0.151 2.037
H -0.521 -0.994 2.741
H -1.958 -2.843 -1.268
H -1.087 -1.559 -1.210
O -1.065 -2.529 -1.397
*
```

Pick w: it beats the second-best structure by 28.1 kcal/mol.

w | ORCA calculation (ωB97M-V/def2-TZVPD) on one molecule with the formula C5H13NO2.

Kohn-Sham gap ... 9.639 eV
Structure (SMILES) ... CC(C)(N)[C@H](O)CO
LUMO energy ... 0.74 eV
HOMO energy ... -8.9 eV

ORCA input file:
```
! RIJCOSX wB97M-V def2-TZVPD def2/J DEFGRID3
* xyz 0 1
C 0.617 -1.638 -0.312
C 0.678 -0.147 0.001
C 1.384 0.594 -1.129
N 1.394 0.035 1.262
C -0.817 0.878 0.328
O -1.006 0.945 1.678
C -1.736 -0.016 -0.368
O -3.108 0.833 -0.260
H 0.181 -1.825 -1.291
H 1.621 -2.069 -0.358
H 0.060 -2.165 0.461
H 0.854 0.467 -2.071
H 2.405 0.220 -1.260
H 1.461 1.659 -0.908
H 1.920 -0.773 1.574
H 2.017 0.836 1.288
H -0.750 1.878 -0.112
H -0.270 0.453 2.106
H -1.633 -0.055 -1.446
H -1.929 -0.960 0.137
H -3.341 0.850 0.678
*
```

x | ORCA calculation (ωB97M-V/def2-TZVPD) on a 2-piece molecular cluster, C5H13NO2 overall.

Kohn-Sham gap ... 10.399 eV
Structure (SMILES) ... CC(=O)[C@H](C)N.CO
LUMO energy ... 0.96 eV
HOMO energy ... -9.4 eV

ORCA input file:
```
! RIJCOSX wB97M-V def2-TZVPD def2/J DEFGRID3
* xyz 0 1
C 0.203 0.531 1.596
C 0.804 0.595 0.225
O 1.124 1.644 -0.312
C 1.183 -0.745 -0.401
C 0.086 -1.798 -0.282
N 2.372 -1.194 0.326
H -0.801 0.120 1.532
H 0.802 -0.137 2.210
H 0.163 1.522 2.039
H 1.383 -0.555 -1.470
H -0.058 -2.082 0.757
H 0.367 -2.686 -0.846
H -0.840 -1.402 -0.694
H 2.694 -2.079 -0.052
H 3.122 -0.517 0.225
C -2.433 1.478 -0.650
O -1.341 0.883 -1.308
H -3.000 2.127 -1.327
H -2.113 2.068 0.215
H -3.083 0.671 -0.312
H -0.636 1.556 -1.471
*
```

Pick x: it beats the second-best structure by 27.2 kcal/mol.

w | ORCA calculation (ωB97M-V/def2-TZVPD) on a 2-piece molecular cluster, C3H3NO overall.

Kohn-Sham gap ... 11.637 eV
Structure (SMILES) ... N=C=O.C#C
LUMO energy ... 0.67 eV
HOMO energy ... -11.0 eV

ORCA input file:
```
! RIJCOSX wB97M-V def2-TZVPD def2/J DEFGRID3
* xyz 0 1
N -2.457 0.768 -0.024
C -3.373 0.012 -0.008
O -4.409 -0.479 0.031
H -1.608 0.666 -0.572
C 0.574 -0.731 -0.128
C 1.571 -0.066 0.060
H -0.196 -1.430 0.073
H 2.386 0.596 -0.133
*
```

x | ORCA calculation (ωB97M-V/def2-TZVPD) on one molecule with the formula C3H3NO.

Kohn-Sham gap ... 11.287 eV
Structure (SMILES) ... N#CCC=O
LUMO energy ... 0.50 eV
HOMO energy ... -10.8 eV

ORCA input file:
```
! RIJCOSX wB97M-V def2-TZVPD def2/J DEFGRID3
* xyz 0 1
N -2.350 -1.066 -0.082
C -1.389 -0.427 0.111
C -0.214 0.465 0.085
C 1.111 -0.298 -0.135
O 1.289 -1.466 0.089
H 0.007 1.080 0.971
H -0.373 1.278 -0.681
H 1.920 0.435 -0.358
*
```

y | ORCA calculation (ωB97M-V/def2-TZVPD) on C3H3NO as an isolated structure.

Kohn-Sham gap (spin up / spin down) ... 7.683 / 9.197 eV
LUMO energy (spin up / spin down) ... -1.06 / -0.62 eV
HOMO energy (spin up / spin down) ... -8.7 / -9.8 eV

ORCA input file:
```
! RIJCOSX wB97M-V def2-TZVPD def2/J DEFGRID3
* xyz 0 1
C 0.517 -0.697 0.049
C 1.141 0.214 -0.627
C -0.711 -1.343 0.698
N 2.251 1.676 -0.846
O 0.358 -2.051 0.148
H -0.793 -1.097 1.723
H -1.792 -1.221 0.156
H 2.301 1.905 -1.863
*
```

z | ORCA calculation (ωB97M-V/def2-TZVPD) on one molecule with the formula C3H3NO.

Kohn-Sham gap ... 10.192 eV
Structure (SMILES) ... N#CCC=O
LUMO energy ... -0.41 eV
HOMO energy ... -10.6 eV

ORCA input file:
```
! RIJCOSX wB97M-V def2-TZVPD def2/J DEFGRID3
* xyz 0 1
N -1.889 -0.938 0.319
C -1.453 -0.149 -0.430
C -0.159 0.243 0.409
C 0.986 0.028 -0.539
O 1.835 0.859 -0.712
H -0.294 1.277 0.702
H -0.002 -0.367 1.317
H 0.976 -0.952 -1.065
*
```

Pick x: it beats the second-best structure by 30.8 kcal/mol.